# 1
Density functional theory data (the ωB97M-V functional and the def2-TZVPD basis) for the ion C2H10NSi with charge +1.

Properties
- Structure (SMILES): C[C@@H]([NH3+])[SiH3]
- Gap between HOMO and LUMO: 0.439 Ha
- LUMO: -0.1378 Ha
- Total charge: +1
- HOMO energy: -0.576 Eh
- Total energy: -426.13697 Eh
- Energy above the lowest of the compared OMol25 structures with the same formula, charge and spin: 2.631 eV

Structure (XYZ):
```
14
Properties=species:S:1:pos:R:3:forces:R:3:nbo_charge:R:1
Si -1.4694 0.1918 1.0040 0.563 -1.115 -1.976 0.7933
N 1.0377 1.0103 -0.0188 -1.087 0.321 -2.093 -0.6758
C 0.3616 -0.2593 0.3208 -3.712 0.198 -2.206 -0.3945
C 0.3290 -1.1243 -0.9963 -2.040 1.511 1.802 -0.6268
H 0.8967 -0.8456 0.9252 2.521 -1.395 3.091 0.2247
H 0.5808 1.4184 -0.9040 0.912 -0.837 1.322 0.4514
H 0.9621 1.7560 0.6502 0.382 0.277 0.812 0.4434
H -1.3790 1.0824 2.1444 0.021 -0.133 0.625 -0.1222
H -0.3347 -0.5280 -1.6100 0.320 -0.228 -1.215 0.2126
H -0.2243 -2.0207 -0.7771 -0.141 -0.474 0.122 0.2517
H -1.7274 1.1453 -0.1479 -0.395 -0.466 0.350 -0.1701
H 1.9768 0.7264 -0.2239 1.073 0.709 -0.232 0.4451
H 1.2802 -1.4132 -1.3661 0.899 0.171 -0.595 0.2337
H -2.2899 -1.1394 0.9994 0.684 1.461 0.193 -0.0665
```
Forces are in eV/Å.

***

# 2
Density functional theory data (the ωB97M-V functional and the def2-TZVPD basis) for a structure of composition CH4FIP2.

Properties
- Gap between HOMO and LUMO: 0.285 Ha
- LUMO: -0.0124 Ha
- HOMO energy: -0.298 Eh
- Total energy: -1120.67256 Eh
- Energy above the lowest of the compared OMol25 structures with the same formula, charge and spin: 3.531 eV

Structure (XYZ):
```
9
Properties=species:S:1:pos:R:3:forces:R:3:nbo_charge:R:1
I 1.0984 2.1688 -1.8943 0.057 -0.071 -0.261 0.0338
P 0.2406 -0.1646 -0.0755 0.549 -0.110 0.019 1.3419
P -1.7838 0.2075 1.0519 0.122 -0.612 -0.158 -0.0409
F 0.9906 -1.1773 0.8125 -0.278 -1.778 1.975 -0.5634
C 1.7078 0.4780 -0.6793 0.150 2.428 0.626 -0.9683
H -2.4771 -0.3917 -0.0637 0.335 0.447 0.304 0.0078
H 2.3746 0.9397 0.1416 -1.122 -0.848 -1.126 0.2369
H -1.8407 -1.0835 1.7279 0.465 0.683 -0.348 0.0250
H -0.3104 -0.9768 -1.0212 -0.278 -0.139 -1.030 -0.0728
```
Forces are in eV/Å.

***

# 3
Density functional theory data (the ωB97M-V functional and the def2-TZVPD basis) for the molecule C2H2N2O3.

Properties
- Gap between HOMO and LUMO: 0.350 Ha
- LUMO: -0.0250 Ha
- HOMO energy: -0.375 Eh
- Total energy: -412.44608 Eh
- Energy above the lowest of the compared OMol25 structures with the same formula, charge and spin: 5.576 eV

Structure (XYZ):
```
9
Properties=species:S:1:pos:R:3:forces:R:3:nbo_charge:R:1
O 1.7709 0.1496 1.1846 -4.320 -0.325 -3.377 -0.5244
O -0.9695 -1.1575 -0.8325 -0.260 -0.046 0.008 -0.3073
O -1.9172 0.4991 -2.0763 0.062 -0.105 0.074 -0.5180
N 0.5486 0.0263 0.1845 4.563 0.778 3.608 0.1805
N 0.1330 -1.2067 -0.0098 0.093 -0.142 -0.701 -0.0854
C -1.0988 0.1759 -1.2790 -0.020 -0.034 0.088 0.6912
C -0.0597 0.8981 -0.5544 -0.110 -0.686 0.154 -0.1270
H 0.1797 1.9395 -0.5997 0.164 0.097 0.101 0.2639
H 0.1256 -1.8831 0.7496 -0.172 0.462 0.045 0.4265
```
Forces are in eV/Å.

***

# 4
Density functional theory data (the ωB97M-V functional and the def2-TZVPD basis) for a structure of composition C41H53Br2N5O5P2RhS.

Properties
- Gap between HOMO and LUMO (spin up / spin down): 0.224 / 0.225 Ha
- LUMO (spin up / spin down): -0.1212 / -0.1212 Ha
- Total charge: +1
- HOMO energy (spin up / spin down): -0.346 / -0.346 Eh
- Total energy: -8583.35291 Eh
- Energy above the lowest of the compared OMol25 structures with the same formula, charge and spin: 1.688 eV

Structure (XYZ):
```
110
Properties=species:S:1:pos:R:3:forces:R:3:lowdin_charge:R:1
Rh -0.6306 -0.3986 -0.0148 1.417 0.653 1.094 0.8348
Br -0.7119 4.6640 0.4453 -0.119 0.063 0.018 0.8148
Br -6.3344 4.1699 0.8667 0.114 -0.108 0.026 0.7914
S 0.3726 -7.1705 0.4295 -0.179 0.028 -0.146 0.6642
P -0.3397 -0.1421 -2.4369 0.264 0.990 -0.654 1.0988
P -0.1173 -0.8780 2.3065 0.531 1.455 0.679 1.0921
O 3.7329 -4.3724 -0.5200 -0.101 -0.075 -0.037 0.1298
O 0.2658 -5.9727 1.2298 -0.200 0.113 0.097 -0.3187
O 2.9033 -5.4958 -2.1734 -0.080 -0.008 0.068 0.0925
O 1.6772 -7.5536 -0.0271 0.043 -0.250 -0.195 -0.2831
O -0.8709 1.6861 0.4000 0.976 -1.907 -0.660 -0.2170
N 0.0325 -2.6626 -0.3303 -0.440 1.442 0.016 0.0567
N 1.4104 0.2858 -0.0266 -1.692 -1.396 -0.194 -0.0369
N 0.3022 -4.5928 -1.3586 0.236 -0.068 0.165 0.0651
N -2.9978 0.0433 0.5167 0.513 -1.180 -0.559 0.0479
N 2.8161 -4.7375 -1.2235 0.374 -0.049 -0.188 -0.3222
C -3.5152 4.1481 0.7055 -0.326 -0.172 0.088 -0.1507
C -1.0037 1.8776 -4.4785 0.005 -0.190 -0.098 -0.0993
C 2.6821 2.1286 -1.0132 -0.179 -0.007 0.208 -0.0312
C 1.5655 -0.2133 2.3402 -0.117 0.167 -0.453 -0.3272
C -5.3554 -0.3056 0.6550 -0.161 0.184 0.035 -0.0324
C -2.2490 3.5794 0.5904 0.602 -0.593 0.008 -0.6042
C -0.4238 -8.5271 1.3130 -0.064 0.508 -0.245 -0.2673
C -1.3281 -0.3195 4.8930 -0.033 -0.078 -0.119 -0.1047
C 1.7638 1.0613 -1.1051 -0.004 0.294 -0.617 -0.2896
C -0.5322 1.6276 3.5153 0.009 0.032 -0.114 -0.1002
C 3.5611 0.3822 1.1426 -0.015 -0.159 -0.151 -0.0316
C -2.4249 1.7053 -2.4701 -0.032 -0.129 -0.054 -0.1108
C 1.3589 -2.9516 -0.3177 0.438 -0.350 -0.060 -0.0638
C 1.2039 0.8091 -2.3798 -0.073 -0.159 0.497 -0.3039
C -4.6270 3.3458 0.7604 -0.028 0.319 -0.035 -0.6179
C 2.2986 -0.1945 3.5241 0.187 -0.007 0.085 -0.1068
C -3.2118 1.3757 0.6101 0.239 0.596 0.047 -0.1932
C 1.5071 -1.9866 -3.4730 -0.103 -0.048 0.057 -0.0976
C -1.1131 0.2109 3.4777 -0.148 -0.114 -0.257 -0.4988
C 1.3974 -3.2584 2.8867 0.019 0.033 0.053 -0.0835
C 1.7920 1.3769 -3.5069 0.170 0.118 -0.098 -0.1157
C -1.6440 -8.0054 2.0578 0.009 0.010 -0.001 -0.1121
C -0.4613 -1.5525 -4.9866 -0.041 0.099 0.096 -0.0961
C -0.5825 -3.6727 -0.9281 -0.271 0.151 -0.119 -0.3567
C 0.0196 -1.6267 -3.5403 -0.158 -0.151 0.529 -0.5006
C -1.5508 0.9076 -3.4352 -0.214 -0.096 0.482 -0.4936
C -1.1109 -3.3646 2.9919 -0.022 0.111 0.166 -0.1110
C 3.6372 0.1403 3.5345 -0.003 -0.038 0.174 -0.0754
C 2.1634 0.1805 1.1254 -0.059 -0.061 0.603 -0.2918
C -4.0376 -0.7641 0.5383 0.195 -0.083 0.051 -0.1258
C 3.1873 2.7447 -2.1370 -0.108 -0.143 0.042 -0.0593
C 1.5475 -4.1454 -0.9443 -0.520 0.501 0.392 -0.1563
C -0.0182 -5.8786 -1.9804 -0.037 -0.407 0.156 -0.1112
C -2.0562 -3.7365 -1.0998 0.089 -0.078 0.009 0.0184
C 2.7949 2.3206 -3.4010 0.003 0.014 -0.193 -0.0768
C 0.1229 -2.4875 3.2295 -0.468 -0.348 -0.793 -0.4914
C 4.2744 0.3811 2.3223 -0.151 -0.020 -0.108 -0.0595
C -4.5088 1.9405 0.7062 0.007 -0.060 0.093 -0.1833
C -5.5938 1.0412 0.7329 0.065 -0.265 0.029 -0.0085
C -0.6762 -6.8990 -1.0362 0.407 0.278 0.472 -0.1792
C -2.0452 2.1973 0.5363 -0.899 0.552 0.188 -0.4692
H -1.1397 -3.6753 1.9470 -0.029 -0.065 0.009 0.0461
H 1.6291 -3.9374 3.7089 -0.036 -0.032 0.002 0.0982
H 1.4587 1.0869 -4.4927 -0.088 0.028 -0.006 0.0959
H 2.2589 -2.6097 2.7474 0.040 -0.033 0.018 0.0689
H 1.8185 -0.4701 4.4558 -0.024 -0.024 0.007 0.1096
H -3.1794 2.2624 -3.0271 -0.010 0.011 -0.021 0.0949
H 5.3407 0.5604 2.2937 0.021 -0.029 -0.005 0.1130
H 2.1066 -2.3063 0.1103 -0.003 0.061 -0.047 0.1260
H 0.9190 -6.2917 -2.3433 -0.063 0.078 -0.099 0.1135
H -6.1724 -1.0118 0.6753 0.015 -0.050 0.000 0.1114
H -0.6795 -5.6964 -2.8290 0.048 -0.011 0.023 0.1368
H -2.1883 0.1690 -3.9301 0.021 0.005 0.008 0.0939
H 1.6496 -3.0410 -3.7185 0.004 -0.010 -0.054 0.0845
H -0.5472 -2.4274 -3.0514 0.046 -0.020 -0.092 0.0671
H -2.9392 1.0466 -1.7736 0.005 0.059 -0.025 0.0546
H 3.8981 3.5528 -2.0304 -0.005 0.029 0.028 0.1130
H -3.8327 -1.8256 0.4702 -0.016 -0.001 0.012 0.0957
H -1.9544 0.3877 5.4381 0.001 0.023 0.005 0.0899
H -0.7733 -7.8528 -1.5514 -0.065 0.005 -0.059 0.1163
H 0.3112 1.6865 4.2029 0.024 -0.033 0.006 0.0812
H 1.9143 -1.8076 -2.4797 0.134 0.020 -0.077 0.0579
H 2.9652 2.4806 -0.0327 0.124 -0.044 0.010 0.1169
H 4.1952 0.1555 4.4599 -0.022 0.014 0.029 0.1074
H -2.3398 -4.1324 -2.0751 -0.020 0.014 -0.003 0.0953
H -2.5099 -4.3585 -0.3252 -0.008 -0.008 -0.003 0.0930
H 4.0851 0.4942 0.2050 0.006 0.173 0.004 0.1150
H -0.3130 2.5873 -4.0284 -0.008 0.032 -0.034 0.0810
H -1.6391 -6.5596 -0.6582 -0.085 -0.078 -0.064 0.0886
H 0.3409 -8.9102 1.9878 0.105 0.026 -0.071 0.1118
H -1.8457 2.4427 -4.8810 -0.018 -0.019 -0.015 0.0886
H 2.0830 -1.3976 -4.1856 0.009 0.064 0.032 0.0866
H 1.2623 -3.8691 2.0005 -0.005 -0.065 -0.046 0.0391
H -2.0036 -8.7371 2.7783 0.006 -0.067 -0.055 0.0857
H -1.2960 2.3293 3.8550 -0.031 -0.031 0.055 0.0922
H -2.0352 -2.8306 3.2251 -0.051 -0.061 0.010 0.0662
H -1.0650 -4.2616 3.6108 -0.022 -0.017 -0.018 0.0875
H -2.4583 -7.7725 1.3714 -0.043 -0.014 0.024 0.0754
H -1.5438 -1.4621 -5.0586 0.005 0.012 -0.071 0.0725
H -1.8227 2.4211 -1.9108 -0.006 0.005 -0.011 0.0775
H -2.0912 0.2592 2.9873 0.020 0.014 0.035 0.0816
H -0.3894 -0.4091 5.4411 0.011 -0.005 0.023 0.0747
H -0.1713 -2.4725 -5.4963 0.014 -0.015 -0.018 0.0887
H -1.3703 -7.0966 2.5897 -0.090 -0.025 0.094 0.0642
H -2.4430 -2.7231 -0.9920 -0.030 -0.035 -0.087 0.0570
H -6.6041 1.4151 0.8207 0.001 0.052 -0.026 0.0874
H -0.0046 -0.7226 -5.5239 0.015 -0.003 -0.021 0.0699
H -3.6146 5.2232 0.7544 0.004 0.007 -0.046 0.1044
H -0.5195 1.3810 -5.3168 0.078 0.049 0.001 0.0622
H -0.6607 -9.2808 0.5631 0.090 -0.113 0.045 0.1042
H 0.1665 -2.2036 4.2815 -0.043 0.221 -0.077 0.0914
H -0.1936 1.9509 2.5339 0.034 0.068 0.029 0.0511
H -1.8384 -1.2825 4.9008 0.028 -0.025 0.083 0.0665
H 3.2151 2.7710 -4.2893 0.041 -0.048 -0.017 0.1074
```
Forces are in eV/Å.